Entry 1:
This record from OMol25 describes a structure of composition C35H44CsN5O2PS2Si2. The level of theory is ωB97M-V with the def2-TZVPD basis set.

Each line ends with the Löwdin charge.
Positions of all 92 atoms, in Å:
Cs1 1.477 -0.701 1.743  0.89
N1 2.827 -2.968 -1.792  0.09
C1 2.998 -3.847 -0.754  -0.70
N2 2.460 -3.680 0.411  0.07
C2 2.830 -4.702 1.270  -0.34
C3 3.664 -5.631 0.745  -0.37
S1 4.013 -5.251 -0.903  1.02
C4 2.293 -4.736 2.638  -0.37
C5 1.960 -5.876 3.290  -0.38
S2 1.391 -5.487 4.875  1.01
C6 1.629 -3.788 4.522  -0.68
N3 2.099 -3.557 3.320  0.04
N4 1.402 -2.840 5.446  0.11
H1 1.984 -2.412 -1.702  0.02
H2 2.952 -3.328 -2.726  0.08
H3 4.106 -6.480 1.236  0.07
H4 1.972 -6.885 2.916  0.07
H5 0.698 -3.024 6.145  0.08
H6 1.345 -1.868 5.105  0.04
O1 1.999 1.460 3.692  -0.14
C7 1.036 1.147 4.398  -0.60
C8 -0.025 2.140 4.856  -0.09
C9 -0.916 1.310 5.762  -0.09
C10 -0.341 -0.096 5.628  -0.52
O2 -0.806 -1.069 6.211  0.00
N5 0.757 -0.116 4.811  0.06
H7 -0.541 2.478 3.956  0.08
H8 0.443 3.004 5.329  0.12
H9 -1.963 1.291 5.459  0.10
H10 -0.883 1.605 6.812  0.11
C11 -1.193 4.412 1.849  -0.19
Si1 -0.847 2.947 0.693  0.33
C12 -1.414 3.686 -0.978  -0.19
C13 1.039 2.830 0.556  -0.19
C14 -1.578 1.387 1.179  -0.39
Si2 -3.161 1.026 1.941  0.33
C15 -4.658 0.864 0.762  -0.22
C16 -3.785 2.324 3.180  -0.19
C17 -3.123 -0.646 2.828  -0.18
H11 -0.818 5.333 1.391  0.02
H12 -0.708 4.297 2.820  0.01
H13 -2.262 4.548 2.030  0.01
H14 -0.894 4.626 -1.200  0.02
H15 -2.488 3.897 -0.942  0.02
H16 -1.251 3.001 -1.812  -0.02
H17 1.472 3.762 0.179  0.03
H18 1.344 2.039 -0.138  -0.01
H19 1.478 2.630 1.538  0.00
H20 -1.032 0.463 0.956  -0.11
H21 -4.811 1.800 0.214  0.01
H22 -5.584 0.634 1.300  0.01
H23 -4.491 0.071 0.026  0.01
H24 -4.100 3.240 2.673  0.01
H25 -3.019 2.600 3.908  0.00
H26 -4.652 1.935 3.722  0.02
H27 -2.801 -1.428 2.131  0.02
H28 -4.108 -0.934 3.208  0.02
H29 -2.427 -0.653 3.671  0.01
C18 -3.623 1.042 -4.098  -0.08
C19 -2.691 0.616 -5.039  -0.09
C20 -1.464 0.126 -4.625  -0.10
C21 -1.158 0.052 -3.265  -0.38
C22 -2.096 0.474 -2.326  -0.09
C23 -3.322 0.974 -2.747  -0.07
P1 0.448 -0.553 -2.645  1.11
C24 1.060 -1.521 -4.083  -0.41
C25 0.493 -2.783 -4.278  -0.12
C26 0.936 -3.613 -5.295  -0.09
C27 1.972 -3.200 -6.126  -0.10
C28 2.545 -1.952 -5.938  -0.09
C29 2.090 -1.115 -4.926  -0.08
C30 1.521 0.923 -2.696  -0.39
C31 2.806 0.796 -2.162  -0.13
C32 3.653 1.889 -2.090  -0.08
C33 3.216 3.132 -2.532  -0.09
C34 1.941 3.269 -3.056  -0.07
C35 1.098 2.168 -3.146  -0.08
H30 -4.581 1.428 -4.423  0.10
H31 -2.923 0.670 -6.096  0.10
H32 -0.739 -0.200 -5.362  0.10
H33 -1.878 0.465 -1.259  0.08
H34 -4.032 1.313 -2.004  0.09
H35 -0.303 -3.116 -3.620  0.11
H36 0.481 -4.585 -5.433  0.10
H37 2.329 -3.851 -6.914  0.10
H38 3.351 -1.623 -6.583  0.10
H39 2.545 -0.142 -4.788  0.10
H40 3.144 -0.168 -1.793  0.09
H41 4.642 1.777 -1.665  0.10
H42 3.865 3.994 -2.449  0.10
H43 1.587 4.239 -3.380  0.11
H44 0.099 2.291 -3.543  0.10

As for the total charge: -1. The LUMO energy is 1.7541 eV. As for the HOMO-LUMO gap: 5.09 eV. The calculation puts the molar mass at 851.0 g/mol. The energy relative to the best compared isomer or geometry (same formula, charge and spin) comes out at 6.27 kcal/mol.

Entry 2:
This record from OMol25 describes a structure of composition C35H44IrN11. The level of theory is ωB97M-V with the def2-TZVPD basis set.

Each line ends with the Mulliken spin population.
Positions of all 91 atoms, in Å:
Ir1 0.109 -0.164 -0.094  0.16
C1 0.256 -3.122 1.065  0.01
N1 -0.689 -3.367 -0.010  0.00
C2 -0.352 -4.485 -0.897  0.00
C3 -1.705 -2.528 -0.280  -0.01
N2 -1.628 -1.237 0.120  0.01
C4 -2.785 -0.431 0.243  0.00
C5 -4.069 -0.887 0.522  0.00
C6 -5.136 -0.005 0.469  0.00
C7 -4.932 1.322 0.119  0.00
C8 -3.646 1.800 -0.082  -0.01
C9 -2.566 0.935 0.057  -0.01
N3 -1.200 1.344 0.013  0.03
C10 -0.817 2.604 0.336  0.00
N4 0.261 3.176 -0.233  0.00
C11 0.579 3.071 -1.651  0.00
C12 1.119 4.087 0.521  0.00
N5 -1.479 3.297 1.270  -0.01
C13 -1.639 4.751 1.186  0.00
C14 -2.169 2.680 2.397  0.00
N6 -2.771 -3.015 -0.931  0.00
C15 -3.565 -2.221 -1.859  0.00
C16 -3.242 -4.388 -0.745  0.00
H1 0.700 -4.073 1.353  0.00
H2 -0.247 -2.696 1.928  0.00
H3 1.080 -2.463 0.757  -0.01
H4 0.717 -4.450 -1.108  0.00
H5 -0.894 -4.396 -1.834  0.00
H6 -0.582 -5.444 -0.433  0.00
H7 -4.237 -1.931 0.753  0.00
H8 -6.135 -0.361 0.682  0.00
H9 -5.775 1.992 0.020  0.00
H10 -3.483 2.843 -0.320  0.00
H11 -0.065 2.351 -2.133  0.00
H12 1.619 2.780 -1.783  0.00
H13 0.435 4.044 -2.126  0.00
H14 0.988 3.924 1.588  0.00
H15 0.919 5.134 0.292  0.00
H16 2.155 3.876 0.249  0.00
H17 -1.330 5.111 0.210  0.00
H18 -1.071 5.261 1.965  0.00
H19 -2.695 4.983 1.323  0.00
H20 -1.937 1.622 2.450  0.00
H21 -3.248 2.802 2.306  0.00
H22 -1.835 3.169 3.313  0.00
H23 -3.144 -1.230 -1.967  0.00
H24 -4.595 -2.135 -1.510  0.00
H25 -3.562 -2.718 -2.830  0.00
H26 -2.719 -4.860 0.081  0.00
H27 -3.113 -4.984 -1.649  0.00
H28 -4.307 -4.352 -0.507  0.00
N7 1.695 0.565 3.643  0.00
C17 0.465 0.211 4.146  0.00
C18 -0.322 -0.083 3.074  0.00
N8 0.424 0.089 1.934  -0.01
C19 1.636 0.483 2.305  0.01
C20 2.574 0.703 1.222  0.00
N9 2.091 0.551 -0.011  -0.03
C21 3.145 0.721 -0.880  0.00
C22 4.262 0.999 -0.156  0.00
N10 3.881 0.983 1.167  0.00
H29 2.488 0.843 4.203  0.00
H30 0.265 0.196 5.204  0.00
H31 -1.345 -0.418 3.046  0.00
H32 3.031 0.620 -1.946  0.00
H33 5.279 1.191 -0.453  0.00
H34 4.504 1.137 1.947  0.00
N11 0.092 -0.458 -2.000  0.76
C23 0.153 -0.553 -3.258  0.03
C24 -1.017 -0.276 -4.126  0.03
C25 -1.130 -0.950 -5.343  -0.02
C26 -2.241 -0.741 -6.145  0.01
C27 -3.232 0.144 -5.744  0.00
C28 -3.125 0.816 -4.531  0.00
C29 -2.026 0.602 -3.719  0.01
C30 1.463 -0.956 -3.838  0.06
C31 2.250 -1.908 -3.188  -0.01
C32 3.487 -2.252 -3.706  0.00
C33 3.947 -1.634 -4.864  0.00
C34 3.171 -0.678 -5.506  0.01
C35 1.924 -0.340 -5.001  -0.01
H35 -0.359 -1.641 -5.656  0.00
H36 -2.329 -1.263 -7.088  0.00
H37 -4.091 0.314 -6.379  0.00
H38 -3.901 1.506 -4.226  0.00
H39 -1.951 1.109 -2.768  0.00
H40 1.871 -2.406 -2.302  0.00
H41 4.088 -3.011 -3.223  0.00
H42 4.910 -1.909 -5.274  0.00
H43 3.533 -0.202 -6.407  0.00
H44 1.319 0.403 -5.503  0.00

As for the total charge: +3. The LUMO energy (alpha / beta) is -9.1699 / -9.5668 eV. As for the HOMO-LUMO gap (alpha / beta): 6.29 / 5.89 eV. The calculation puts the molar mass at 811.0 g/mol. The energy relative to the best compared isomer or geometry (same formula, charge and spin) comes out at 0.00 kcal/mol. As for the expectation value of S²: 0.785. Its multiplicity is 2.